[1]
A molecular structure, C33H28Br9F5 in a non-equilibrium geometry. Source: OMol25; level of theory: wB97M-V/def2-TZVPD.

Each line ends with the Löwdin charge.
Cartesian coordinates (Å):
C: 5.17 -8.75 12.10  -1.661
Br: 5.95 -10.48 11.90  0.563
Br: 3.27 -8.84 11.54  0.509
Br: 6.02 -7.32 11.22  0.610
H: 5.20 -8.52 13.18  -0.051
C: 8.29 -9.65 16.41  -1.681
Br: 10.22 -9.61 16.31  0.582
Br: 7.52 -11.19 15.71  0.637
Br: 7.56 -8.07 15.55  0.586
H: 8.13 -9.61 17.49  -0.048
C: 2.72 -17.56 18.96  -1.705
Br: 4.16 -16.92 17.88  0.568
Br: 1.28 -18.03 17.79  0.566
Br: 2.12 -16.20 20.10  0.600
H: 3.06 -18.44 19.50  -0.010
F: -0.07 -9.35 22.06  0.047
C: 1.28 -9.23 22.23  -0.265
C: 1.82 -7.95 21.94  -0.011
C: 3.19 -7.82 21.98  -0.081
C: 4.00 -8.95 22.27  -0.067
C: 3.37 -10.21 22.48  -0.088
C: 2.01 -10.36 22.45  -0.046
H: 1.13 -7.13 21.67  0.107
H: 3.79 -6.96 21.75  0.085
H: 5.08 -8.82 22.35  0.088
H: 4.05 -11.09 22.47  0.099
H: 1.50 -11.30 22.66  0.131
F: -3.71 -6.23 18.77  0.041
C: -2.45 -6.74 18.69  -0.303
C: -2.33 -7.85 17.92  -0.010
C: -1.00 -8.36 17.69  -0.044
C: 0.10 -7.72 18.32  -0.080
C: -0.11 -6.63 19.20  -0.086
C: -1.41 -6.12 19.35  -0.007
H: -3.12 -8.26 17.29  0.118
H: -0.91 -9.24 17.07  0.098
H: 1.09 -8.10 18.14  0.084
H: 0.81 -6.26 19.65  0.081
H: -1.54 -5.30 20.04  0.114
F: 4.34 -7.00 15.95  -0.005
C: 3.93 -6.14 16.96  -0.269
C: 4.65 -6.16 18.14  -0.016
C: 4.30 -5.28 19.16  -0.098
C: 3.19 -4.50 19.01  -0.110
C: 2.45 -4.56 17.82  -0.065
C: 2.79 -5.45 16.78  -0.005
H: 5.49 -6.79 18.20  0.091
H: 4.92 -5.24 20.06  0.109
H: 2.97 -3.75 19.81  0.121
H: 1.56 -3.96 17.73  0.102
H: 2.19 -5.47 15.91  0.113
F: 1.65 -12.46 19.62  0.039
C: 2.37 -11.89 18.63  -0.259
C: 2.45 -12.50 17.39  -0.027
C: 3.19 -11.83 16.49  -0.123
C: 3.78 -10.60 16.69  -0.100
C: 3.70 -9.97 17.94  -0.072
C: 2.97 -10.63 18.93  -0.002
H: 1.83 -13.39 17.12  0.135
H: 3.35 -12.34 15.48  0.136
H: 4.29 -10.18 15.83  0.087
H: 4.20 -9.10 18.24  0.082
H: 2.74 -10.31 19.93  0.090
F: 6.73 -9.94 18.99  0.033
C: 6.45 -10.96 19.82  -0.260
C: 6.79 -10.97 21.19  -0.036
C: 6.37 -12.03 21.96  -0.121
C: 5.75 -13.14 21.38  -0.088
C: 5.42 -13.15 20.03  -0.054
C: 5.73 -12.01 19.28  -0.024
H: 7.26 -10.07 21.66  0.130
H: 6.61 -11.96 23.02  0.113
H: 5.55 -14.02 22.00  0.105
H: 5.02 -14.05 19.58  0.085
H: 5.48 -12.06 18.23  0.093

Values from the calculation:
multiplicity	1
energy	-24939.6552	a.u.
net charge	0

=====

[2]
A molecular structure, C33H28BrFN5O6PtS4. Source: OMol25; level of theory: wB97M-V/def2-TZVPD.

Each line ends with the Löwdin charge.
Cartesian coordinates (Å):
Pt: -1.79 0.32 1.24  1.182
C: 5.62 -1.30 0.27  -0.055
C: 4.74 -0.06 0.19  -0.172
N: 3.30 -0.40 0.24  -0.006
C: 2.62 -0.18 1.38  0.061
C: 1.28 -0.40 1.54  -0.057
C: 0.67 0.03 2.86  -0.566
O: 1.43 0.14 3.81  0.089
O: -0.60 0.25 2.91  -0.152
C: 0.58 -0.99 0.47  -0.306
O: -0.68 -1.19 0.44  -0.187
C: 1.33 -1.36 -0.70  -0.058
C: 0.66 -1.95 -1.79  0.079
C: 1.28 -2.04 -3.00  -0.207
F: 0.59 -2.60 -4.01  0.075
C: 2.56 -1.50 -3.22  -0.141
C: 3.26 -1.04 -2.11  0.048
C: 2.66 -0.95 -0.85  -0.118
N: 3.15 -1.36 -4.50  -0.075
C: 2.55 -2.03 -5.65  -0.129
C: 3.43 -1.75 -6.88  -0.068
N: 4.81 -1.40 -6.40  0.054
C: 4.80 -0.07 -5.70  -0.067
C: 3.52 0.01 -4.87  -0.131
H: 6.67 -1.01 0.23  0.084
H: 5.42 -1.99 -0.55  0.070
H: 5.44 -1.83 1.20  0.089
H: 4.93 0.52 -0.71  0.117
H: 4.93 0.60 1.04  0.128
H: 3.17 0.24 2.21  0.156
H: -0.36 -2.26 -1.68  0.146
H: 4.28 -0.70 -2.26  0.114
H: 1.54 -1.66 -5.87  0.121
H: 2.50 -3.10 -5.46  0.137
H: 3.08 -0.90 -7.46  0.141
H: 3.50 -2.62 -7.54  0.139
H: 5.48 -1.41 -7.17  0.185
H: 5.10 -2.11 -5.72  0.182
H: 4.85 0.71 -6.47  0.139
H: 5.70 -0.02 -5.09  0.135
H: 2.70 0.48 -5.43  0.121
H: 3.69 0.62 -3.99  0.128
O: 0.31 0.36 -4.99  -0.096
C: -0.22 0.58 -3.93  -1.005
S: -1.81 -0.02 -3.46  1.009
C: -1.77 0.58 -1.82  -1.092
C: -0.70 1.29 -1.45  -1.082
S: -0.51 1.94 0.17  0.731
S: 0.54 1.54 -2.65  0.997
S: -3.09 0.24 -0.70  0.632
N: -4.21 -2.89 2.49  0.145
C: -3.49 -2.16 1.63  -0.143
N: -2.99 -1.09 2.19  -0.047
C: -3.41 -1.10 3.53  -0.186
C: -3.17 -0.21 4.57  0.008
C: -3.75 -0.51 5.79  -0.055
C: -4.55 -1.65 5.97  -0.073
C: -4.78 -2.54 4.94  -0.011
C: -4.19 -2.24 3.72  -0.179
H: -4.71 -3.73 2.27  0.168
H: -3.35 -2.41 0.59  0.121
H: -2.54 0.65 4.44  0.107
H: -3.59 0.15 6.62  0.111
H: -4.99 -1.84 6.94  0.108
H: -5.39 -3.42 5.08  0.113
Br: -6.64 6.12 5.65  0.744
C: -5.38 5.07 4.71  -0.689
C: -5.80 3.94 4.04  -0.116
C: -4.87 3.17 3.35  -0.012
C: -3.53 3.55 3.33  -0.129
C: -3.12 4.69 4.01  -0.003
C: -4.05 5.46 4.70  -0.113
C: -2.49 2.75 2.62  -0.583
O: -1.32 3.06 2.61  0.008
O: -3.00 1.68 2.03  -0.254
H: -6.84 3.65 4.06  0.101
H: -5.18 2.28 2.82  0.117
H: -2.08 4.97 3.98  0.123
H: -3.74 6.35 5.23  0.103

Values from the calculation:
multiplicity	1
net charge	+1
relative energy (zero: lowest compared OMol25 entry of this formula, charge and spin)	0.0000	eV

=====

[3]
9 unconnected molecules or ions with the total composition C33H28Cl32N3O4 in a non-equilibrium geometry. Source: OMol25; level of theory: wB97M-V/def2-TZVPD.

Each line ends with the Löwdin charge.
Cartesian coordinates (Å):
C: 3.53 -2.83 2.02  0.166
C: 2.52 -2.21 1.77  -0.159
C: 1.53 -1.17 1.71  -0.193
N: 0.59 -1.15 2.62  0.233
N: -0.30 -0.19 2.49  -0.019
C: -1.37 -0.23 3.50  -0.051
C: -1.08 0.75 4.65  -0.500
O: -0.16 1.51 4.60  0.159
O: -1.92 0.68 5.68  0.133
C: -0.34 0.77 1.58  -0.088
C: -1.39 1.84 1.52  -0.087
C: -2.33 1.73 0.30  -0.147
C: -2.89 0.30 0.08  -0.165
C: -4.43 0.20 0.25  -0.173
C: -4.83 -0.53 1.56  -0.206
C: -6.02 -1.48 1.31  -0.202
C: -5.54 -2.69 0.47  -0.155
C: -6.57 -3.85 0.51  -0.189
O: -7.90 -3.37 0.29  -0.158
C: -8.10 -2.97 -1.00  -0.523
C: -9.00 -1.77 -1.18  0.028
O: -7.61 -3.53 -1.95  0.124
C: 0.68 0.75 0.58  -0.056
C: 0.72 1.70 -0.48  -0.040
C: 0.61 2.38 -1.48  0.217
C: 1.64 -0.24 0.64  -0.025
C: 2.71 -0.36 -0.37  -0.197
C: 2.50 -1.22 -1.46  0.013
C: 3.52 -1.34 -2.37  -0.194
N: 4.70 -0.73 -2.31  -0.045
C: 4.85 0.08 -1.27  -0.146
C: 3.92 0.30 -0.27  0.021
H: 4.39 -3.44 2.13  0.068
H: -1.42 -1.26 3.87  0.072
H: -2.33 -0.05 3.02  0.110
H: -2.49 -0.10 5.59  0.046
H: -0.86 2.80 1.46  0.147
H: -2.01 1.91 2.41  0.120
H: -1.89 2.12 -0.62  0.090
H: -3.17 2.39 0.51  0.115
H: -2.46 -0.41 0.80  0.085
H: -2.58 -0.06 -0.90  0.116
H: -4.83 -0.31 -0.63  0.102
H: -4.92 1.18 0.27  0.112
H: -5.09 0.19 2.35  0.113
H: -4.01 -1.15 1.96  0.074
H: -6.43 -1.88 2.23  0.066
H: -6.81 -0.93 0.80  0.113
H: -5.43 -2.40 -0.58  0.107
H: -4.55 -3.02 0.81  0.118
H: -6.25 -4.58 -0.24  0.123
H: -6.53 -4.30 1.50  0.104
H: -9.68 -1.67 -0.33  0.085
H: -8.40 -0.86 -1.27  0.089
H: -9.61 -1.90 -2.07  0.091
H: 0.40 2.88 -2.40  0.063
H: 1.54 -1.73 -1.52  0.131
H: 3.36 -2.02 -3.21  0.118
H: 5.81 0.59 -1.18  0.062
H: 4.12 0.97 0.56  0.130
C: 9.00 1.96 -2.27  -1.989
Cl: 10.35 0.84 -2.12  0.556
Cl: 7.87 1.36 -3.52  0.480
Cl: 8.14 2.05 -0.72  0.495
Cl: 9.60 3.57 -2.67  0.522
C: 0.23 -5.91 0.84  -2.031
Cl: -0.47 -6.89 2.14  0.528
Cl: -1.07 -5.29 -0.19  0.512
Cl: 1.13 -4.55 1.53  0.593
Cl: 1.32 -6.91 -0.13  0.548
C: -2.63 -3.41 6.16  -2.017
Cl: -3.37 -2.31 4.97  0.575
Cl: -3.65 -3.47 7.60  0.574
Cl: -2.50 -5.01 5.45  0.556
Cl: -1.03 -2.80 6.58  0.564
C: 4.04 1.86 -5.61  -1.990
Cl: 5.47 2.89 -5.62  0.486
Cl: 3.93 1.00 -7.15  0.544
Cl: 4.15 0.68 -4.29  0.652
Cl: 2.59 2.86 -5.39  0.496
C: 8.36 5.09 2.01  -2.045
Cl: 9.30 4.72 0.56  0.490
Cl: 9.40 4.98 3.43  0.537
Cl: 7.69 6.71 1.88  0.533
Cl: 7.04 3.92 2.16  0.490
C: -9.13 -3.12 4.42  -2.022
Cl: -10.88 -3.30 4.59  0.542
Cl: -8.62 -1.60 5.17  0.512
Cl: -8.32 -4.47 5.22  0.522
Cl: -8.69 -3.10 2.71  0.656
C: 9.29 3.94 -7.08  -2.017
Cl: 8.70 2.92 -5.76  0.435
Cl: 7.92 4.44 -8.07  0.494
Cl: 10.08 5.37 -6.41  0.527
Cl: 10.44 3.03 -8.05  0.547
C: 4.85 6.79 -6.33  -2.041
Cl: 4.16 5.91 -7.70  0.520
Cl: 4.05 6.26 -4.84  0.499
Cl: 6.58 6.45 -6.23  0.486
Cl: 4.60 8.52 -6.55  0.538

Values from the calculation:
multiplicity	1
energy	-16465.1482	a.u.
net charge	+1